[1]
Formula: C20H55ClN6O3P3
Source: the Open Molecules 2025 dataset
Level of theory: ωB97M-V/def2-TZVPD

**Total charge**: +1
**Multiplicity**: 1
**Highest occupied orbital energy**: -0.36695 hartree
**LUMO energy**: -2.5 eV
**Orbital gap**: 0.2753 Ha
**Energy above the lowest of the compared OMol25 structures with the same formula, charge and spin**: 0.0 kJ/mol

Last column: Löwdin charge in e.
Geometry (Å):
Cl 0.78 1.38 1.11  0.70
P 1.43 7.27 2.33  0.59
P -2.54 -5.48 -2.49  0.58
P 1.96 -0.96 -0.21  0.87
O -1.83 -4.54 -1.59  -0.32
O 2.38 7.28 1.20  -0.29
O 2.00 -2.54 -0.08  -0.13
N -3.99 -4.73 -2.92  -0.31
N 0.68 5.75 2.15  -0.31
N -2.78 -6.84 -1.50  -0.31
N 0.02 8.01 2.92  -0.28
N 2.37 7.36 3.74  -0.32
N -2.32 -6.42 -3.89  -0.28
C -5.32 -5.27 -2.77  -0.11
C 3.43 8.36 3.75  -0.12
C 3.43 -0.38 0.64  -0.26
C 5.30 -1.92 -0.27  -0.09
C 0.74 -0.62 -2.73  -0.10
C -1.05 -7.18 -3.89  -0.12
C 1.02 4.99 0.96  -0.16
C -2.41 -5.70 -5.17  -0.12
C 0.21 9.31 3.59  -0.12
C -0.13 -1.15 1.69  -0.29
C 2.03 -0.42 -1.92  -0.29
C -2.18 -6.81 -0.17  -0.13
C 0.44 -0.28 0.56  -0.75
C 2.33 6.45 4.86  -0.12
C 0.28 4.88 3.24  -0.14
C -1.02 8.18 1.88  -0.12
C -3.91 -3.33 -3.31  -0.13
C -3.97 -7.68 -1.51  -0.13
C 4.72 -0.49 -0.19  -0.26
C -0.91 -2.34 1.12  -0.09
H 3.85 8.50 2.75  0.07
H -1.24 7.22 1.41  0.07
H -1.37 -2.90 1.93  0.09
H -0.97 -7.79 -2.99  0.07
H -2.09 -7.83 0.21  0.08
H 0.85 -0.06 -3.66  0.09
H 0.61 -1.66 -3.03  0.08
H -0.17 -6.52 -3.94  0.08
H -0.77 9.73 3.82  0.08
H 4.57 -2.69 -0.04  0.06
H -0.28 -3.04 0.59  0.05
H 1.12 4.31 3.66  0.07
H 0.24 4.24 0.77  0.05
H -1.72 -1.99 0.48  0.09
H -1.93 8.55 2.34  0.08
H 3.08 9.33 4.11  0.07
H 2.84 -0.98 -2.39  0.11
H -3.74 -8.64 -1.04  0.08
H 4.25 8.04 4.39  0.08
H 1.41 -3.01 -0.69  0.11
H -2.16 -6.38 -5.98  0.08
H -2.76 -6.22 0.55  0.08
H -5.65 -5.30 -1.73  0.08
H 6.16 -2.03 0.38  0.08
H 4.60 -0.11 -1.20  0.09
H -1.75 -4.83 -5.23  0.08
H -0.83 -0.52 2.23  0.11
H -0.71 8.88 1.10  0.09
H -1.02 -7.85 -4.75  0.08
H 3.51 -0.94 1.57  0.12
H 3.25 0.66 0.89  0.06
H 1.07 5.63 0.09  0.07
H 1.98 4.46 1.06  0.08
H -0.15 -0.23 -2.25  0.07
H 0.63 -1.47 2.40  0.12
H -0.46 4.16 2.88  0.07
H -3.11 -2.81 -2.77  0.06
H -1.17 -6.39 -0.21  0.06
H 5.46 0.15 0.28  0.11
H 0.74 9.18 4.53  0.07
H 2.88 6.88 5.70  0.08
H -3.72 -3.21 -4.38  0.07
H -4.80 -7.24 -0.96  0.08
H 2.31 0.64 -1.88  0.11
H -4.84 -2.81 -3.07  0.08
H 1.32 6.28 5.22  0.07
H -0.32 -0.20 -0.21  0.07
H 2.79 5.48 4.63  0.08
H 0.75 10.03 2.97  0.09
H -0.21 5.43 4.04  0.07
H -6.03 -4.66 -3.32  0.08
H -5.41 -6.27 -3.20  0.07
H 5.67 -2.10 -1.28  0.08
H -3.44 -5.37 -5.35  0.07
H -4.28 -7.91 -2.53  0.07

[2]
Formula: C36H47MnN5OP2Si2
Source: the Open Molecules 2025 dataset
Level of theory: ωB97M-V/def2-TZVPD

**Total charge**: -1
**Multiplicity**: 1
**Highest occupied orbital energy (alpha / beta)**: -0.11759 / -0.11607 hartree
**LUMO energy (alpha / beta)**: 2.2 / 2.2 eV
**Orbital gap (alpha / beta)**: 0.1966 / 0.1951 Ha
**Energy above the lowest of the compared OMol25 structures with the same formula, charge and spin**: 100.7 kJ/mol

Last column: Löwdin charge in e.
Geometry (Å):
Mn -0.97 -0.65 -0.17  0.32
P 1.71 -0.41 -0.69  0.64
P 0.09 1.52 1.15  0.64
Si 0.77 -2.84 -2.25  0.34
Si -2.94 1.84 1.36  0.34
O -2.95 -1.11 -0.96  0.04
N -2.81 0.93 -3.79  -0.09
N -1.46 1.16 0.87  -0.30
N 0.62 -1.34 -1.44  -0.31
N -0.74 2.02 -3.47  0.21
N -1.56 0.40 -1.96  0.15
C -2.70 -0.32 -1.86  -0.49
C 3.09 -1.50 -0.13  -0.28
C -0.44 0.94 3.83  -0.09
C -4.00 0.48 2.14  -0.18
C 0.50 3.49 -0.74  -0.10
C -3.48 2.04 -4.44  -0.04
C 2.97 1.23 -4.26  -0.10
C 1.26 -4.28 -1.13  -0.17
C 2.01 -2.85 -3.71  -0.19
C -1.08 -1.92 1.11  -0.17
C 1.79 2.25 4.82  -0.10
C 4.21 -1.83 -0.88  -0.10
C 3.78 -3.10 1.55  -0.09
C -0.94 -3.23 -2.98  -0.18
C 0.29 3.27 0.62  -0.25
C 0.17 5.66 0.92  -0.10
C 3.61 1.43 -1.57  -0.09
C 0.14 4.38 1.45  -0.10
C -2.88 3.28 2.58  -0.18
C -3.63 0.00 -3.02  -0.04
C 4.90 -3.42 0.79  -0.11
C 1.21 0.32 0.75  -0.38
C 0.92 1.60 5.69  -0.12
C 0.35 5.86 -0.44  -0.11
C 5.12 -2.78 -0.42  -0.11
C 2.27 0.48 -3.32  -0.13
C 1.53 2.26 3.46  -0.10
C 4.31 2.18 -2.50  -0.09
C -0.18 0.93 5.19  -0.09
C 2.59 0.57 -1.97  -0.30
C -1.66 1.13 -3.04  -0.36
C -3.87 2.49 -0.18  -0.17
C 3.99 2.08 -3.85  -0.11
C 2.88 -2.15 1.09  -0.09
C 0.40 1.63 2.96  -0.29
C 0.52 4.76 -1.28  -0.09
H -3.75 -0.48 1.69  0.01
H 2.67 2.74 5.21  0.09
H 3.84 1.50 -0.51  0.11
H -0.75 2.14 -4.47  0.11
H -3.87 3.45 3.01  0.02
H -3.87 -0.89 -3.60  0.14
H -0.01 4.25 2.51  0.10
H 2.33 -4.26 -0.89  0.01
H 4.54 2.65 -4.59  0.09
H -4.28 1.65 -0.75  0.00
H -1.70 -2.99 -2.24  0.01
H -0.41 -2.16 1.95  -0.05
H 0.66 4.91 -2.34  0.09
H 3.60 -3.61 2.49  0.10
H 1.12 1.60 6.76  0.09
H 2.00 -1.87 1.66  0.08
H -3.83 0.40 3.22  0.02
H 5.60 -4.17 1.14  0.09
H -4.08 1.67 -5.26  0.09
H 2.73 1.15 -5.31  0.10
H -4.13 2.59 -3.74  0.09
H -2.74 2.74 -4.83  0.08
H 5.99 -3.02 -1.01  0.09
H 0.71 -4.21 -0.19  0.02
H 1.04 -5.24 -1.60  0.02
H 5.10 2.84 -2.18  0.10
H 0.05 6.52 1.57  0.10
H 1.62 -2.33 -4.58  0.01
H -5.07 0.67 1.99  0.02
H -4.55 0.46 -2.67  0.13
H -1.02 -4.29 -3.23  0.02
H 0.19 1.81 -3.13  0.07
H -4.70 3.15 0.09  0.02
H 4.39 -1.33 -1.83  0.09
H -2.56 4.21 2.10  0.01
H -2.19 3.08 3.40  0.01
H -1.14 -2.65 -3.88  0.01
H 0.37 6.86 -0.85  0.09
H 1.51 -0.24 -3.62  0.08
H -3.19 3.04 -0.83  0.02
H 2.96 -2.40 -3.43  0.00
H 2.21 2.75 2.77  0.11
H -1.28 0.40 3.40  0.09
H -0.85 0.40 5.86  0.10
H -1.96 -2.58 1.14  -0.05
H 0.65 2.62 -1.37  0.06
H 2.20 -3.89 -4.00  0.02

[3]
Formula: C6H10O
Source: the Open Molecules 2025 dataset
Level of theory: ωB97M-V/def2-TZVPD

**SMILES**: C=C[C@@H]1C[C@@H]1CO
**Total charge**: 0
**Multiplicity**: 1
**Highest occupied orbital energy**: -0.34849 hartree
**LUMO energy**: 1.1 eV
**Orbital gap**: 0.3874 Ha
**Energy above the lowest of the compared OMol25 structures with the same formula, charge and spin**: 130.1 kJ/mol

Last column: Löwdin charge in e.
Geometry (Å):
O 0.04 -1.96 -0.15  -0.07
C 0.09 -1.23 -1.35  -0.24
C -1.29 0.77 -0.30  -0.08
C 0.96 0.60 1.03  -0.15
C -0.27 0.25 -1.26  -0.22
C 0.15 1.14 -0.10  -0.25
C 0.47 0.09 2.16  0.01
H 1.08 -1.30 -1.83  0.12
H -0.25 0.73 -2.23  0.14
H -1.73 0.04 0.38  0.10
H -0.60 0.03 2.34  0.07
H 0.36 -1.40 0.56  0.03
H 2.04 0.60 0.87  0.11
H 0.44 2.15 -0.38  0.14
H -1.98 1.55 -0.62  0.10
H -0.64 -1.72 -2.02  0.12
H 1.12 -0.35 2.91  0.07

[4]
Formula: C30H57Cl37F3GaNO
Source: the Open Molecules 2025 dataset
Level of theory: ωB97M-V/def2-TZVPD

**Total charge**: -1
**Multiplicity**: 1
**Highest occupied orbital energy**: -0.16576 hartree
**LUMO energy**: 1.5 eV
**Orbital gap**: 0.2195 Ha

Last column: Löwdin charge in e.
Geometry (Å):
Ga -0.12 3.30 0.13  0.39
Cl -8.18 -8.95 -7.15  0.50
Cl -2.93 5.60 -2.38  0.47
Cl -0.13 -0.17 -7.33  0.49
Cl 0.23 9.02 2.59  0.51
Cl -5.58 -2.77 9.38  0.49
Cl -1.84 -4.89 -1.10  0.54
Cl -8.15 3.11 12.38  0.51
Cl -5.78 -10.50 -7.73  0.49
Cl -3.24 2.52 7.67  0.51
Cl -3.90 -6.61 -5.24  0.50
Cl -3.07 -3.50 8.07  0.50
Cl 1.64 -1.35 -2.33  0.50
Cl 12.19 -1.61 -2.73  0.49
Cl 4.42 -2.50 -8.69  0.49
Cl 10.97 0.92 -3.51  0.49
Cl 1.89 7.87 0.49  0.55
Cl 7.59 -2.73 -9.11  0.53
Cl -2.66 -5.26 2.87  0.47
Cl 8.75 2.18 -0.74  0.49
Cl 0.41 1.20 -3.03  0.58
Cl -4.60 2.09 -1.92  0.57
Cl -3.63 -0.59 6.41  0.49
Cl -3.03 2.68 10.58  0.51
Cl 1.19 -8.56 3.01  0.49
Cl 6.12 -1.61 -4.80  0.52
Cl -1.66 -2.38 5.22  0.51
Cl 8.82 2.43 2.16  0.49
Cl -4.67 2.76 -4.76  0.47
Cl 9.72 -3.52 -10.95  0.51
Cl -6.55 1.08 11.02  0.53
Cl -5.56 -5.46 -3.14  0.50
Cl 3.19 0.03 -9.46  0.50
Cl -1.75 1.90 -6.06  0.49
Cl -0.40 -2.56 -0.10  0.57
Cl -3.91 -2.71 2.21  0.60
Cl 8.71 -2.65 -5.66  0.53
Cl 0.26 -5.90 3.74  0.48
F 4.19 3.89 1.13  0.08
F 4.82 1.67 0.82  0.03
F 4.25 2.50 2.89  0.04
O -2.89 0.13 0.77  -0.03
N -1.29 1.00 2.28  -0.18
C -1.77 5.53 -0.95  -0.77
C -3.89 -3.25 9.62  -1.02
C -0.77 -0.34 2.66  -0.13
C -5.61 2.62 -3.27  -1.02
C -6.50 -9.25 -6.70  -1.04
C -1.63 1.94 -0.23  -0.16
C 3.96 2.57 1.50  -0.44
C -1.47 6.99 -0.32  -0.16
C 1.82 9.02 1.82  -1.01
C 7.36 -1.57 -6.06  -1.04
C -3.27 -1.67 5.06  -1.06
C -0.20 4.24 1.96  -0.20
C -0.36 4.81 -1.30  -0.25
C 0.15 -0.53 -2.80  -1.00
C 8.83 -3.93 -9.48  -1.00
C -1.26 5.04 2.46  -0.16
C -1.96 0.97 0.97  -0.41
C 2.94 -1.70 -9.22  -1.02
C -6.66 2.78 11.49  -1.04
C -4.16 -4.45 2.42  -0.99
C -2.17 1.61 3.32  -0.08
C -0.26 -4.13 -0.88  -0.99
C 8.04 1.65 0.79  -1.02
C 10.71 -0.81 -3.28  -1.05
C 1.79 2.53 -0.08  -0.23
C -0.24 1.54 -6.91  -1.02
C -3.88 1.94 9.22  -1.06
C 0.43 -7.58 4.26  -1.02
C 2.48 2.05 1.28  -0.16
C -3.97 -5.45 -3.91  -1.04
H -1.03 6.11 2.79  0.02
H -4.93 2.19 9.28  -0.03
H 1.76 1.66 -0.79  -0.01
H -3.22 -5.72 -3.17  -0.05
H -1.55 7.75 -1.17  0.07
H -6.63 3.40 10.60  0.03
H -0.60 -0.67 -2.02  -0.02
H 2.61 -2.14 -10.16  0.03
H -3.31 -1.10 4.13  -0.03
H 8.16 0.57 0.88  0.03
H -1.30 1.31 -1.12  0.01
H -6.46 -9.58 -5.67  0.03
H -6.04 3.59 -3.03  0.02
H -5.93 -8.33 -6.82  0.00
H -3.77 -4.46 -4.30  0.03
H -4.90 -4.61 3.20  0.03
H 6.92 -1.90 -7.00  -0.09
H 2.54 0.91 1.23  0.12
H 9.53 -3.98 -8.64  0.02
H -5.81 3.02 12.13  0.02
H 2.17 -1.85 -8.46  0.00
H -3.38 -2.47 10.17  0.03
H 8.36 -4.90 -9.61  0.03
H 0.25 -0.47 2.16  0.08
H 0.72 4.15 2.65  0.04
H -6.41 1.89 -3.42  0.02
H -2.34 4.71 2.50  0.04
H -0.56 -7.98 4.47  0.03
H 1.87 2.33 2.19  0.09
H -0.20 2.14 -7.82  0.03
H -3.19 1.93 2.90  0.11
H 0.59 1.80 -6.26  0.02
H 2.57 8.75 2.56  0.02
H -2.55 2.53 -0.53  0.00
H 9.93 -0.95 -2.53  0.03
H -2.22 7.15 0.50  0.07
H -3.87 -4.18 10.18  0.02
H -1.41 -1.21 2.31  0.03
H -4.52 -4.86 1.48  0.02
H -1.66 2.58 3.66  0.07
H 0.21 -4.00 -1.85  0.01
H 10.40 -1.25 -4.22  -0.05
H -3.75 0.86 9.27  0.01
H 6.98 1.91 0.79  0.00
H -4.01 -2.47 5.04  0.01
H -0.52 4.25 -2.29  0.03
H -0.42 6.92 0.10  -0.01
H -0.67 -0.37 3.78  0.05
H 1.04 -7.61 5.16  0.03
H 0.36 -4.78 -0.26  0.03
H -0.21 -0.97 -3.73  0.02
H 7.74 -0.56 -6.16  0.04
H 0.51 5.53 -1.33  0.04
H 2.03 10.02 1.44  0.02
H 2.41 3.34 -0.61  0.06
H -2.33 0.96 4.23  0.05
H -2.29 4.90 -0.15  0.06